A structure of composition C25H20IN5O6PdS2, computed with wB97M-V/def2-TZVPD.

The geometry in ORCA input format:
```
! RIJCOSX wB97M-V def2-TZVPD def2/J DEFGRID3
* xyz 0 5
Pd 0.31 0.03 -0.74
N 1.39 -1.34 3.62
C 0.94 -0.74 2.46
S 2.20 -0.61 1.17
N -0.26 -0.38 2.30
N -0.68 0.11 1.12
C -1.92 0.63 1.05
C -2.80 0.68 2.24
C -3.28 -0.51 2.79
C -4.12 -0.48 3.89
C -4.49 0.73 4.45
C -4.02 1.92 3.90
C -3.18 1.89 2.80
C -2.36 1.07 -0.22
C -3.67 1.58 -0.46
C -4.04 1.93 -1.72
C -3.14 1.79 -2.79
C -1.89 1.29 -2.51
N -1.50 0.94 -1.28
H 2.35 -1.17 3.86
H 0.75 -1.24 4.40
H -2.99 -1.45 2.33
H -4.49 -1.41 4.30
H -5.15 0.75 5.31
H -4.31 2.87 4.34
H -2.80 2.81 2.38
H -4.36 1.66 0.37
H -5.04 2.31 -1.90
H -3.40 2.06 -3.80
H -1.15 1.16 -3.30
O 1.74 -2.03 0.49
S 1.97 -2.18 -1.23
O 2.76 -3.35 -1.35
O 2.58 -0.89 -1.53
O 0.59 -2.24 -1.67
I 0.21 -5.67 1.10
C -1.04 -4.42 0.01
C -1.50 -4.78 -1.25
C -2.30 -3.88 -1.93
C -2.59 -2.66 -1.35
N -2.15 -2.31 -0.14
C -1.39 -3.18 0.52
H -1.24 -5.74 -1.68
H -2.67 -4.12 -2.92
H -3.19 -1.92 -1.87
H -1.02 -2.86 1.49
O 2.06 1.44 1.58
C 1.71 2.28 0.69
O 1.10 2.02 -0.37
C 2.05 3.71 0.97
C 3.10 4.03 1.82
C 3.41 5.36 2.06
C 2.66 6.37 1.46
C 1.61 6.04 0.61
C 1.31 4.71 0.36
H 3.67 3.24 2.29
H 4.23 5.62 2.71
H 2.90 7.40 1.65
H 1.02 6.83 0.15
H 0.51 4.44 -0.31
*
```

LUMO (spin up / spin down) in eV: 0.39 / -2.85
HOMO-LUMO gap (spin up / spin down) in eV: 6.455 / 5.525

***

A cluster of 13 separate species, C28H85ClNO13PSi in total, computed with wB97M-V/def2-TZVPD.

The geometry in ORCA input format:
```
! RIJCOSX wB97M-V def2-TZVPD def2/J DEFGRID3
* xyz 0 1
N -0.96 6.83 1.81
C -0.38 5.50 1.34
C -1.52 4.29 1.26
C -1.76 3.80 2.82
C -2.95 2.65 2.97
Si -2.95 2.18 4.88
Cl -2.91 3.95 6.12
P -1.05 1.03 5.18
O -0.27 1.55 6.45
H -1.14 7.48 1.01
H -1.81 6.69 2.40
H 0.22 5.59 0.33
H 0.37 5.16 2.20
H -1.17 3.38 0.58
H -2.55 4.64 0.84
H -2.06 4.76 3.43
H -0.76 3.34 3.25
H -4.00 3.00 2.59
H -2.58 1.71 2.34
H -4.13 1.41 5.25
H -0.20 1.32 4.02
H -1.32 -0.40 5.21
C 0.33 -1.37 1.71
C -0.58 -0.50 0.87
O -0.55 0.84 1.35
H 0.01 -1.35 2.76
H 0.31 -2.40 1.36
H 1.36 -1.00 1.67
H -1.62 -0.86 0.92
H -0.27 -0.50 -0.18
H 0.36 1.15 1.29
C -4.64 8.86 -0.14
C -4.86 7.36 -0.21
O -4.29 6.74 0.94
H -3.57 9.09 -0.10
H -5.07 9.35 -1.02
H -5.09 9.28 0.76
H -4.38 6.94 -1.10
H -5.93 7.12 -0.24
H -4.72 7.11 1.72
C -1.58 -5.29 -1.13
C -1.00 -5.15 0.26
O -0.96 -3.78 0.64
H -0.98 -4.73 -1.85
H -1.62 -6.34 -1.43
H -2.60 -4.88 -1.17
H 0.02 -5.54 0.29
H -1.60 -5.69 1.00
H -1.87 -3.44 0.61
C -2.48 9.23 6.13
C -1.69 8.36 5.18
O -2.42 8.19 3.97
H -3.46 8.78 6.35
H -1.94 9.36 7.07
H -2.68 10.21 5.69
H -1.52 7.37 5.61
H -0.72 8.81 4.95
H -2.56 9.08 3.58
C -4.11 -8.89 -2.55
C -3.52 -8.75 -1.16
O -3.48 -7.38 -0.79
H -3.50 -8.33 -3.28
H -4.14 -9.94 -2.86
H -5.12 -8.48 -2.59
H -2.50 -9.14 -1.13
H -4.12 -9.29 -0.43
H -4.39 -7.04 -0.81
C -0.62 5.67 -4.22
C 0.09 5.46 -2.89
O -0.87 5.37 -1.85
H -1.22 6.59 -4.19
H 0.11 5.75 -5.03
H -1.30 4.84 -4.43
H 0.75 6.30 -2.67
H 0.68 4.54 -2.91
H -1.45 4.61 -2.05
C -1.77 -6.78 3.94
C -1.23 -8.20 3.91
O -2.19 -9.07 3.34
H -2.69 -6.74 4.53
H -1.04 -6.10 4.38
H -2.02 -6.44 2.93
H -1.00 -8.54 4.92
H -0.31 -8.25 3.31
H -2.38 -8.76 2.44
C 4.39 3.83 0.46
C 2.93 3.44 0.40
O 2.51 2.92 1.65
H 5.01 2.96 0.72
H 4.73 4.23 -0.50
H 4.56 4.58 1.23
H 2.77 2.67 -0.36
H 2.30 4.30 0.15
H 2.65 3.61 2.32
C 4.21 -0.63 -2.18
C 3.30 0.25 -3.02
O 3.33 1.58 -2.54
H 3.90 -0.61 -1.13
H 4.20 -1.66 -2.53
H 5.24 -0.26 -2.21
H 2.27 -0.11 -2.96
H 3.61 0.24 -4.07
H 4.25 1.89 -2.60
C 1.42 -3.11 -6.45
C 2.00 -2.97 -5.05
O 2.04 -1.60 -4.68
H 2.02 -2.55 -7.17
H 1.38 -4.16 -6.75
H 0.41 -2.70 -6.49
H 3.02 -3.36 -5.02
H 1.40 -3.51 -4.32
H 1.13 -1.26 -4.71
C 3.60 -4.17 0.58
C 4.39 -5.04 -0.37
O 3.67 -5.21 -1.58
H 2.63 -4.62 0.80
H 4.14 -4.04 1.52
H 3.41 -3.19 0.14
H 4.56 -6.03 0.06
H 5.36 -4.59 -0.60
H 3.53 -4.32 -1.97
C 5.40 -4.69 -4.99
C 5.18 -6.19 -5.05
O 5.75 -6.81 -3.91
H 6.47 -4.46 -4.94
H 4.97 -4.20 -5.86
H 4.95 -4.27 -4.09
H 5.66 -6.61 -5.94
H 4.11 -6.43 -5.09
H 5.32 -6.44 -3.12
*
```

LUMO in eV: 0.22
HOMO-LUMO gap in eV: 8.296

***

A cluster of 2 separate species, C5H6N2O2 in total, computed with wB97M-V/def2-TZVPD.

The geometry in ORCA input format:
```
! RIJCOSX wB97M-V def2-TZVPD def2/J DEFGRID3
* xyz 0 1
C -0.33 -1.84 2.24
C -0.10 -0.56 1.52
N 0.16 0.62 2.02
C 0.10 1.49 0.97
C -0.13 0.77 -0.17
C -0.43 1.15 -1.51
N -1.08 1.37 -2.47
O -0.20 -0.54 0.19
H 0.41 -2.58 1.93
H -0.26 -1.67 3.32
H -1.33 -2.23 1.99
H 0.24 2.56 1.08
O 1.30 0.69 -3.82
H 1.38 -0.16 -3.34
H 0.28 0.91 -3.94
*
```

LUMO in eV: 0.19
HOMO-LUMO gap in eV: 9.976
SMILES string: Cc1ncc(C#N)o1.O

***

A cluster of 2 separate species, C8H9NO3S in total, computed with wB97M-V/def2-TZVPD.

The geometry in ORCA input format:
```
! RIJCOSX wB97M-V def2-TZVPD def2/J DEFGRID3
* xyz 0 1
O -1.75 2.56 0.63
N -0.91 1.62 0.82
O 0.17 1.96 1.62
C -1.21 0.40 0.55
O -2.36 0.23 -0.19
C -0.20 -0.67 0.54
C 0.92 -0.74 1.26
C 1.81 -1.75 1.10
C 1.73 -2.70 0.16
C 0.53 -2.68 -0.53
C -0.43 -1.74 -0.36
H 0.14 2.96 1.76
H -2.62 1.19 -0.43
H 1.20 0.15 2.01
H 2.64 -1.82 1.83
H 2.31 -3.61 0.03
H 0.39 -3.47 -1.32
H -1.16 -1.57 -1.08
C -0.05 3.42 -1.26
S 0.22 1.86 -1.67
H -0.73 4.08 -1.64
H 0.64 3.87 -0.44
*
```

LUMO in eV: -0.19
HOMO-LUMO gap in eV: 8.325
SMILES string: [O-]/[N+](O)=C(\O)c1ccccc1.C=S

***

A structure of composition C28H25BrNPZr, computed with wB97M-V/def2-TZVPD.

The geometry in ORCA input format:
```
! RIJCOSX wB97M-V def2-TZVPD def2/J DEFGRID3
* xyz 0 1
C -2.55 -0.21 -3.27
C -2.72 -0.77 -1.96
C -2.72 0.31 -1.02
H -2.94 -1.82 -1.74
C -2.46 1.52 -1.72
C -2.35 1.21 -3.11
H -2.31 1.94 -3.92
H -2.71 -0.74 -4.21
H -2.97 0.22 0.04
H -2.45 2.52 -1.29
Zr -0.23 -0.10 -2.74
Br -0.11 -2.66 -2.95
C 1.71 1.15 -3.45
C 0.53 1.80 -3.95
C -0.10 0.90 -4.89
H 0.24 2.84 -3.76
C 0.69 -0.29 -4.96
C 1.80 -0.14 -4.06
H 2.64 -0.83 -3.97
H 2.45 1.59 -2.78
H -0.98 1.11 -5.49
H 0.52 -1.12 -5.64
N 0.44 0.32 -0.92
P 0.50 0.13 0.63
C -0.82 -0.94 1.29
C -1.02 -2.17 0.65
C -1.94 -3.08 1.15
C -2.70 -2.75 2.28
C -2.52 -1.51 2.91
C -1.59 -0.60 2.41
C 1.94 -0.76 1.26
C 1.92 -1.29 2.56
C 3.02 -2.00 3.05
C 4.14 -2.18 2.24
C 4.15 -1.68 0.93
C 3.05 -0.97 0.43
C 0.41 1.61 1.67
C -0.72 2.45 1.58
C -0.96 3.39 2.59
C -0.05 3.52 3.66
C 1.14 2.79 3.65
C 1.40 1.89 2.62
H -0.46 -2.40 -0.27
H -2.08 -4.04 0.66
H -3.42 -3.46 2.68
H -3.11 -1.24 3.79
H -1.45 0.36 2.91
H 1.03 -1.17 3.19
H 2.98 -2.41 4.07
H 5.01 -2.71 2.63
H 5.03 -1.84 0.29
H 3.03 -0.60 -0.59
H -1.41 2.35 0.75
H -1.85 4.01 2.56
H -0.27 4.21 4.48
H 1.87 2.92 4.46
H 2.35 1.36 2.59
*
```

LUMO in eV: 0.54
HOMO-LUMO gap in eV: 8.276

***

An isolated molecule of C4H8N2S, computed with wB97M-V/def2-TZVPD.

The geometry in ORCA input format:
```
! RIJCOSX wB97M-V def2-TZVPD def2/J DEFGRID3
* xyz 0 1
H 0.53 2.94 0.08
N -0.26 2.30 -0.07
C 0.23 1.14 -0.10
S 1.91 0.73 0.29
C 2.10 -0.91 -0.31
N -0.61 -0.02 -0.40
C -1.99 0.10 -0.17
C -1.17 -0.76 0.67
H 1.52 -1.70 0.18
H 1.76 -1.01 -1.35
H 3.13 -1.25 -0.29
H -2.35 1.07 0.19
H -2.55 -0.41 -0.96
H -0.99 -0.37 1.67
H -1.29 -1.85 0.57
*
```

LUMO in eV: 0.83
HOMO-LUMO gap in eV: 9.900
SMILES string: [H]/N=C(\SC)N1CC1

***

An isolated molecule of C7H8BrFN2, computed with wB97M-V/def2-TZVPD.

The geometry in ORCA input format:
```
! RIJCOSX wB97M-V def2-TZVPD def2/J DEFGRID3
* xyz 0 1
C 2.20 0.08 -0.96
C 1.27 0.79 0.22
C 0.41 -0.26 1.13
Br 0.04 0.66 2.91
C -1.02 -0.74 0.51
F -2.03 -0.65 1.63
C -0.97 -2.31 0.04
N -1.12 -3.55 -0.39
C -1.61 0.17 -0.72
C -2.17 1.66 -0.22
N -2.81 2.68 0.30
H 3.20 0.72 -1.06
H 2.53 -1.02 -0.70
H 1.66 0.17 -2.02
H 2.07 1.29 0.96
H 0.66 1.69 -0.22
H 1.02 -1.24 1.41
H -0.83 0.33 -1.60
H -2.50 -0.46 -1.21
*
```

LUMO in eV: -0.42
HOMO-LUMO gap in eV: 10.142
SMILES string: CC[C@@H](Br)[C@](F)(C#N)CC#N

***

A cluster of 3 separate species, C8H14Br4F2NO4S in total, computed with wB97M-V/def2-TZVPD.

The geometry in ORCA input format:
```
! RIJCOSX wB97M-V def2-TZVPD def2/J DEFGRID3
* xyz -1 1
O 4.05 -1.59 0.51
C 3.03 -1.47 -0.24
O 2.55 -2.47 -1.09
N 2.25 -0.19 -0.26
C 1.24 -0.11 0.84
C -0.23 -0.34 0.20
C -0.39 0.19 -1.30
F -0.40 1.64 -1.25
S 3.24 1.21 -0.36
O 2.49 2.35 -1.03
O 3.88 1.62 0.95
F 4.52 0.85 -1.41
H 1.38 -0.96 1.62
H 1.29 0.88 1.43
H -1.04 0.13 0.89
H -0.43 -1.47 0.19
H 0.37 -0.22 -2.04
H -1.43 -0.19 -1.66
Br 1.54 1.95 3.69
C 0.04 2.07 4.92
C -0.42 0.71 5.37
Br -1.46 -0.18 3.98
H -0.74 2.64 4.41
H 0.41 2.65 5.77
H -1.10 0.79 6.22
H 0.40 0.04 5.63
Br -2.68 -2.53 -2.67
C -3.48 -1.99 -4.36
C -2.80 -0.77 -4.93
Br -3.36 0.85 -4.00
H -4.55 -1.84 -4.18
H -3.35 -2.85 -5.02
H -3.09 -0.61 -5.97
H -1.71 -0.82 -4.86
*
```

LUMO in eV: 2.22
HOMO-LUMO gap in eV: 7.106